Entry 1:
Density functional theory data (wB97M-V/def2-TZVPD) for C9H18Br2F3N3O3 as an isolated structure at a distorted geometry.

Properties
HOMO level: -9.383 eV
DFT total energy: -168473.244 eV
Spin multiplicity: 1

Last column: Mulliken charge in e.
Atoms and positions in Å:
N 1.26471 3.27740 2.20586  -0.831
N 0.27013 2.74669 1.28854  0.632
C -0.32737 1.58025 1.94762  -1.135
C -1.51838 0.99395 1.19741  -0.686
C -2.50955 1.97716 0.56920  0.526
F -2.14315 2.34370 -0.66339  -0.244
Br -4.18479 0.94680 0.35183  -0.122
C -2.82344 3.25953 1.41279  0.578
F -2.70361 2.99685 2.71081  -0.228
F -2.01212 4.24961 1.06264  -0.166
Br -4.64987 3.94112 1.10245  -0.150
C 0.90378 2.38516 0.06494  0.221
O 0.66101 2.93765 -0.98504  -0.523
O 1.82468 1.37464 0.15196  -0.403
H 2.14565 3.40303 1.72707  0.232
H 0.94574 4.19134 2.49735  0.235
H 0.42361 0.79334 2.01098  0.563
H -0.58385 1.81224 2.96707  0.477
H -1.11564 0.41742 0.37029  0.043
H -2.05287 0.28389 1.80118  0.628
H 2.54167 1.62781 -0.43473  0.324
C -0.69898 -2.59061 -1.58491  -1.520
C 0.51661 -1.74825 -1.21112  0.732
C 1.81954 -2.20572 -1.88055  -0.871
O 2.40268 -3.36101 -1.31197  -0.402
C 1.86756 -4.59277 -1.75934  -0.645
N 0.63360 -1.70407 0.24992  -0.546
H -0.70285 -3.55274 -1.07352  0.300
H -1.61563 -2.07292 -1.30169  0.319
H -0.73662 -2.77338 -2.66046  0.362
H 0.32592 -0.72841 -1.56059  0.243
H 2.56152 -1.41361 -1.74851  0.263
H 1.68301 -2.33965 -2.96158  0.507
H 1.57283 -4.54454 -2.81140  0.301
H 1.01294 -4.90096 -1.15242  0.226
H 2.64565 -5.34765 -1.65034  0.259
H 1.37700 -1.05602 0.49932  0.179
H 0.97892 -2.60731 0.56233  0.322

***

Entry 2:
Density functional theory data (wB97M-V/def2-TZVPD) for C9H18CdO17S2 as an isolated structure at a distorted geometry.

Properties
HOMO level: 0.093 eV
Total charge: -2
DFT total energy: -70665.233 eV
Energy relative to the best compared isomer or geometry (same formula, charge and spin): 78.8 kcal per mole
Spin multiplicity: 1

Last column: Mulliken charge in e.
Atoms and positions in Å:
Cd -19.01548 -12.77498 8.67240  3.343
S -20.07250 -10.67530 6.07119  1.127
O -19.09504 -10.59196 4.95329  -0.927
O -19.53706 -11.35271 7.25191  -0.894
O -20.36081 -9.25155 6.32758  -0.831
O -21.27676 -11.41177 5.63379  -0.779
S -21.54778 -13.73804 8.74911  1.062
O -21.99891 -14.88822 9.51703  -0.741
O -20.36339 -14.10126 7.93055  -0.726
O -22.59939 -13.14827 7.97359  -0.643
O -20.88766 -12.69432 9.59637  -0.719
C -15.82892 -11.17306 11.34276  -0.388
O -16.92164 -10.34402 11.67055  -0.397
C -18.12350 -10.72397 11.17928  0.445
O -18.30147 -11.54496 10.33739  -0.764
O -19.06664 -9.87436 11.57516  -0.290
C -18.82146 -8.76662 12.43267  -0.734
H -16.19636 -12.19454 11.22819  0.171
H -15.05413 -11.06984 12.10370  0.307
H -15.24271 -11.03230 10.43039  0.051
H -18.14507 -8.87162 13.28086  0.289
H -19.79592 -8.37938 12.71328  0.263
H -18.32034 -8.01402 11.81718  0.303
C -19.57942 -15.35018 11.89205  -0.400
O -18.69197 -16.14986 11.12608  -0.393
C -18.06247 -15.55477 10.13880  0.696
O -18.21041 -14.39361 9.83695  -0.359
O -17.33938 -16.43692 9.47652  -0.407
C -16.64112 -16.01079 8.33511  -0.513
H -20.32112 -14.91970 11.20587  0.151
H -19.03116 -14.47000 12.23690  0.183
H -20.15209 -15.85366 12.66394  0.246
H -16.41046 -16.92706 7.79100  0.285
H -15.70921 -15.54108 8.65945  0.295
H -17.16939 -15.36569 7.63307  0.099
C -16.93220 -13.00520 5.12182  -0.340
O -15.82352 -12.73831 6.01532  -0.425
C -16.13988 -12.32531 7.20051  0.339
O -17.24036 -12.40752 7.67158  -0.451
O -15.08992 -12.00199 7.98625  -0.160
C -13.94114 -11.35243 7.48196  -0.965
H -17.49827 -13.81368 5.58415  0.141
H -16.66267 -13.22563 4.09300  0.256
H -17.60033 -12.13393 5.08498  0.158
H -13.41451 -11.83584 6.65807  0.343
H -13.16554 -11.01604 8.17101  0.291
H -14.24473 -10.37644 7.08699  0.401